No. 1
DFT (the ωB97M-V functional and the def2-TZVPD basis) results for a 6-piece molecular cluster, C31H46F7IO17S2 overall.

```
104
Properties=species:S:1:pos:R:3
C -0.315 -3.496 -0.461
O 0.803 -2.751 -0.006
C 1.621 -2.278 -1.018
I 3.404 -3.479 -1.160
C 1.834 -0.782 -0.769
S 3.185 0.044 -1.634
O 0.564 -0.237 -1.107
C 0.265 1.096 -0.781
C -0.914 1.542 -1.635
O -2.165 1.021 -1.255
C -2.381 -0.323 -1.593
O -3.767 -0.467 -1.688
C -4.173 -1.766 -2.075
C -4.453 -2.717 -0.877
O -3.942 -2.234 0.361
S -0.132 1.335 1.008
O -0.025 0.077 1.694
O -1.279 2.186 1.146
C 1.272 2.469 1.625
F 2.141 2.706 0.622
F 0.675 3.636 1.923
C 2.021 2.071 2.938
F 1.098 1.809 3.875
F 2.712 3.178 3.303
C 3.062 0.904 2.932
F 3.791 0.926 1.810
F 2.476 -0.281 3.047
F 3.891 1.064 3.966
H -0.941 -3.703 0.411
H -0.885 -2.924 -1.202
H -0.022 -4.454 -0.905
H 1.140 -2.374 -2.000
H 2.035 -0.651 0.294
H 2.674 -0.103 -2.863
H 1.109 1.752 -1.020
H -0.974 2.634 -1.626
H -0.653 1.247 -2.661
H -1.901 -0.564 -2.559
H -1.965 -0.982 -0.814
H -3.437 -2.216 -2.758
H -5.099 -1.639 -2.644
H -5.530 -2.811 -0.729
H -4.041 -3.710 -1.096
H -3.025 -2.515 0.456
O 1.947 5.742 -2.301
C 2.776 6.108 -1.519
C 2.783 5.947 -0.010
C 3.827 6.968 0.439
C 4.747 7.019 -0.777
O 3.893 6.767 -1.907
H 3.080 4.927 0.228
H 1.788 6.130 0.386
H 4.348 6.703 1.356
H 3.356 7.941 0.586
H 5.514 6.242 -0.748
H 5.226 7.983 -0.925
O 7.187 -3.999 -0.508
C 7.174 -3.338 0.488
C 7.779 -3.680 1.838
C 7.102 -2.683 2.777
C 6.822 -1.517 1.834
O 6.600 -2.115 0.546
H 8.857 -3.524 1.774
H 7.584 -4.720 2.082
H 7.701 -2.395 3.638
H 6.160 -3.096 3.140
H 7.673 -0.837 1.753
H 5.937 -0.946 2.098
O -7.226 -2.509 0.775
C -6.984 -1.621 1.541
C -6.078 -1.649 2.753
C -6.466 -0.375 3.503
C -6.937 0.518 2.359
O -7.497 -0.379 1.385
H -5.053 -1.626 2.383
H -6.233 -2.565 3.317
H -5.657 0.070 4.078
H -7.297 -0.577 4.181
H -6.112 1.058 1.890
H -7.709 1.228 2.647
O -2.104 -5.923 -1.080
C -2.236 -6.376 0.019
C -1.897 -7.767 0.517
C -2.653 -7.846 1.843
C -2.686 -6.382 2.269
O -2.722 -5.635 1.040
H -0.815 -7.820 0.652
H -2.199 -8.511 -0.214
H -2.190 -8.492 2.586
H -3.669 -8.202 1.668
H -1.788 -6.090 2.818
H -3.562 -6.113 2.853
O 0.278 3.279 -3.901
C -0.377 4.226 -4.226
C 0.106 5.613 -4.593
C -1.165 6.454 -4.474
C -2.250 5.424 -4.778
O -1.726 4.174 -4.297
H 0.487 5.576 -5.616
H 0.910 5.916 -3.926
H -1.200 7.314 -5.139
H -1.274 6.811 -3.450
H -2.439 5.324 -5.849
H -3.192 5.613 -4.269
```

The HOMO-LUMO gap comes out at 9.3 eV. For the LUMO energy, the calculation gives 0.45 eV. The structure (SMILES) is CO[C@H](I)[C@@H](S)O[C@@H](COCOCCO)S(=O)(=O)C(F)(F)C(F)(F)C(F)(F)F.O=C1CCCO1.O=C1CCCO1.O=C1CCCO1.O=C1CCCO1.O=C1CCCO1.



No. 2
DFT (the ωB97M-V functional and the def2-TZVPD basis) results for a 8-piece molecular cluster, C31H46O24 overall in a non-equilibrium geometry.

```
101
Properties=species:S:1:pos:R:3
C -0.510 -1.734 0.565
C -0.046 -0.382 0.283
C -0.797 0.709 1.038
O 0.251 1.510 1.585
C 1.377 0.861 1.499
O 2.410 1.184 2.025
O 1.369 -0.264 0.790
H -0.444 -1.935 1.639
H 0.026 -2.473 -0.028
H -1.567 -1.832 0.321
H -0.027 -0.271 -0.807
H -1.375 0.289 1.875
H -1.429 1.313 0.373
C 1.615 1.168 -2.754
C 2.545 0.935 -3.848
C 2.320 -0.431 -4.520
O 1.624 -0.131 -5.768
C 1.769 1.207 -5.908
O 1.399 1.772 -6.885
O 2.326 1.883 -4.902
H 0.646 1.312 -3.225
H 1.843 2.094 -2.219
H 1.601 0.366 -2.020
H 3.576 1.006 -3.478
H 1.716 -1.187 -3.992
H 3.264 -0.928 -4.795
C -0.887 -4.447 -3.184
C -1.718 -5.111 -2.184
C -0.918 -5.659 -1.013
O -1.794 -5.483 0.134
C -2.662 -4.585 -0.217
O -3.460 -4.061 0.552
O -2.617 -4.177 -1.511
H -0.339 -3.551 -2.862
H -1.421 -4.175 -4.088
H -0.119 -5.104 -3.563
H -2.380 -5.854 -2.642
H -0.062 -4.990 -0.826
H -0.631 -6.713 -1.045
C -3.470 4.919 1.720
C -3.948 4.062 2.890
C -3.127 2.751 3.145
O -2.730 2.873 4.483
C -3.121 4.012 5.014
O -2.903 4.362 6.161
O -3.894 4.680 4.136
H -4.215 5.674 1.454
H -3.242 4.353 0.818
H -2.560 5.485 1.979
H -4.965 3.777 2.625
H -2.291 2.687 2.442
H -3.861 1.954 3.027
C -4.151 0.606 -1.479
C -3.687 -0.774 -1.752
C -4.258 -1.379 -3.108
O -3.149 -1.392 -3.984
C -2.035 -1.101 -3.325
O -0.947 -1.131 -3.896
O -2.270 -0.791 -2.072
H -3.454 1.095 -0.816
H -5.147 0.575 -1.046
H -4.139 1.129 -2.429
H -3.923 -1.400 -0.895
H -5.047 -0.723 -3.487
H -4.648 -2.384 -2.922
C 4.025 5.481 2.748
C 3.435 4.314 2.043
C 2.226 4.655 1.099
O 2.559 3.959 -0.084
C 3.792 3.504 -0.043
O 4.278 2.880 -0.972
O 4.360 3.755 1.119
H 4.194 6.310 2.041
H 4.958 5.340 3.296
H 3.328 5.875 3.495
H 3.160 3.529 2.764
H 2.093 5.736 1.004
H 1.331 4.246 1.608
C 4.866 0.043 -0.324
C 4.728 -1.447 -0.508
C 4.026 -2.184 0.659
O 3.068 -3.061 -0.013
C 2.910 -2.551 -1.227
O 1.943 -2.835 -1.942
O 3.826 -1.693 -1.586
H 5.737 0.419 0.238
H 3.911 0.405 0.024
H 4.941 0.423 -1.358
H 5.777 -1.747 -0.640
H 3.456 -1.472 1.273
H 4.738 -2.735 1.273
O -2.718 -0.462 3.711
C -2.056 -1.496 3.860
O -2.530 -2.682 3.529
C -1.528 -3.645 3.861
C -0.401 -2.755 4.483
O -0.825 -1.466 4.316
H -1.881 -4.350 4.609
H -1.256 -4.239 2.981
H 0.574 -3.005 4.043
H -0.340 -3.101 5.537
```

The HOMO-LUMO gap comes out at 10.2 eV. For the LUMO energy, the calculation gives 0.22 eV. The structure (SMILES) is C[C@H]1COC(=O)O1.C[C@H]1COC(=O)O1.C[C@H]1COC(=O)O1.C[C@H]1COC(=O)O1.C[C@H]1COC(=O)O1.C[C@H]1COC(=O)O1.C[C@H]1COC(=O)O1.O=C1OCCO1. The energy above the lowest of the compared OMol25 structures with the same formula, charge and spin comes out at 33.3 kcal per mole.



No. 3
DFT (the ωB97M-V functional and the def2-TZVPD basis) results for C31H47AgFNO17PbS as an isolated structure in a non-equilibrium geometry.

```
100
Properties=species:S:1:pos:R:3
Pb -2.611 -1.281 -2.714
Ag -0.734 -1.368 0.812
C -5.178 0.033 0.634
C -4.345 1.310 0.240
C -4.861 2.453 1.149
C -3.970 3.681 1.164
C -2.574 3.227 1.539
C -1.937 2.151 0.638
N -2.928 1.036 0.508
O -2.463 -0.046 -0.155
C -0.734 1.720 1.483
C -1.421 2.765 -0.688
C -4.693 1.628 -1.235
H -6.235 0.203 0.430
H -5.034 -0.261 1.673
H -4.933 -0.807 -0.018
H -5.033 2.141 2.181
H -5.800 2.861 0.770
H -4.279 4.421 1.903
H -4.045 4.172 0.192
H -2.564 2.998 2.605
H -1.878 4.063 1.439
H -0.176 2.606 1.790
H -0.068 1.152 0.830
H -0.903 1.156 2.398
H -1.467 1.995 -1.462
H -0.386 3.095 -0.749
H -2.087 3.577 -0.980
H -4.260 0.939 -1.964
H -4.306 2.606 -1.523
H -5.770 1.597 -1.390
S 0.360 -1.345 -1.788
O -0.803 -2.141 -1.335
O 0.792 -0.673 -0.573
O 1.407 -2.134 -2.368
O -0.362 -0.368 -2.656
C 3.226 -0.045 -4.443
C 2.001 -0.109 -5.345
C 1.295 1.225 -5.414
O 1.239 1.492 -6.788
C 1.762 0.525 -7.533
O 1.801 0.475 -8.726
O 2.372 -0.403 -6.705
H 3.005 0.343 -3.447
H 4.021 0.635 -4.751
H 3.518 -1.094 -4.398
H 1.263 -0.814 -4.962
H 1.884 1.998 -4.917
H 0.279 1.204 -5.020
C 1.105 0.777 6.554
C 1.843 0.594 5.236
C 2.727 -0.660 5.207
O 2.293 -1.279 3.976
C 1.400 -0.503 3.338
O 0.866 -0.808 2.300
O 0.969 0.485 4.123
H 1.884 1.036 7.272
H 0.391 0.013 6.856
H 0.476 1.666 6.463
H 2.420 1.509 5.094
H 2.582 -1.352 6.035
H 3.788 -0.421 5.145
C 3.853 -4.388 -1.381
C 4.438 -3.161 -2.031
C 4.705 -2.051 -1.024
O 6.032 -1.531 -1.352
C 6.596 -2.373 -2.211
O 7.649 -2.258 -2.777
O 5.778 -3.400 -2.492
H 3.665 -5.162 -2.127
H 2.955 -4.162 -0.808
H 4.579 -4.892 -0.741
H 3.834 -2.843 -2.879
H 4.734 -2.421 0.000
H 4.037 -1.201 -1.151
C -5.820 -3.638 3.587
C -5.135 -4.319 2.404
C -5.585 -3.919 1.026
O -4.361 -3.600 0.400
C -3.368 -3.461 1.255
O -2.269 -3.054 0.967
O -3.737 -3.969 2.424
H -5.419 -3.791 4.586
H -6.812 -4.097 3.571
H -5.929 -2.570 3.397
H -5.203 -5.409 2.441
H -6.276 -3.091 1.225
H -6.270 -4.609 0.536
F 3.892 3.593 -3.002
C 3.969 3.188 -1.730
C 4.928 3.784 -0.890
C 5.071 3.413 0.425
C 4.303 2.340 0.889
C 3.285 1.820 0.127
C 3.090 2.277 -1.169
H 5.650 4.438 -1.361
H 5.793 3.865 1.091
H 4.269 1.992 1.914
H 2.714 1.076 0.666
H 2.234 1.932 -1.737
```

The HOMO-LUMO gap (spin up / spin down) comes out at 6.0 / 5.7 eV. For the LUMO energy (spin up / spin down), the calculation gives -4.90 / -5.24 eV. Its net charge is +1. Its spin multiplicity is 2.



No. 4
DFT (the ωB97M-V functional and the def2-TZVPD basis) results for C31H47BrEuO2P2 as an isolated structure in a non-equilibrium geometry.

```
84
Properties=species:S:1:pos:R:3
Eu 0.326 -1.485 2.455
C -0.109 1.271 3.381
C -0.808 2.153 2.521
C -2.228 0.420 3.034
C -1.030 0.260 3.801
C -2.108 1.627 2.304
C 1.272 1.537 3.830
H 1.919 1.659 2.941
H 1.712 0.753 4.470
H 1.313 2.476 4.419
C -0.802 -0.706 4.914
H 0.266 -0.891 5.137
H -1.280 -1.690 4.756
H -1.185 -0.306 5.862
C -3.408 -0.478 3.077
H -3.818 -0.553 4.097
H -3.140 -1.498 2.743
H -4.213 -0.111 2.428
C -3.227 2.331 1.610
H -3.749 3.044 2.276
H -3.979 1.608 1.263
H -2.884 2.914 0.743
C -0.315 3.486 2.102
H -0.749 4.293 2.715
H -0.560 3.707 1.061
H 0.771 3.544 2.212
C 2.431 0.397 -0.780
C 2.690 1.570 -0.200
C 2.128 2.903 -0.518
C 0.927 2.882 -1.468
C -0.295 2.208 -0.930
C -0.765 0.961 -1.058
C 0.017 -0.281 -1.263
C 1.422 -0.008 -1.800
H 2.917 3.515 -0.990
H 1.219 2.489 -2.454
H 1.879 3.428 0.423
H 1.407 0.659 -2.664
H 2.987 -0.465 -0.397
H 3.387 1.600 0.635
H 1.813 -0.970 -2.177
H 0.108 -0.901 -0.346
H -1.852 0.825 -0.937
H -0.514 -0.900 -2.002
H 0.604 3.927 -1.644
H -0.969 2.942 -0.479
P -0.869 -1.260 -4.682
P -3.786 -1.599 -5.042
C -1.390 -1.547 -6.495
C -2.799 -2.125 -6.551
H -0.654 -2.238 -6.937
H -1.338 -0.570 -7.010
H -3.327 -1.768 -7.447
H -2.772 -3.226 -6.573
C -5.311 -2.491 -5.559
H -6.137 -2.171 -4.916
H -5.147 -3.569 -5.445
H -5.542 -2.256 -6.605
C -4.276 0.065 -5.722
H -4.526 -0.023 -6.791
H -3.462 0.794 -5.581
H -5.167 0.395 -5.165
C 0.362 -2.622 -4.574
H 0.980 -2.489 -3.679
H 0.991 -2.624 -5.473
H -0.172 -3.577 -4.496
C 0.220 0.170 -5.026
H -0.314 0.928 -5.602
H 1.110 -0.156 -5.568
H 0.508 0.613 -4.076
Br 2.038 -0.974 7.005
C 3.744 -1.228 6.198
C 4.871 -1.023 6.999
C 6.135 -1.374 6.507
C 6.263 -1.960 5.241
C 5.124 -2.223 4.473
C 3.870 -1.758 4.903
C 2.688 -1.779 3.967
O 2.669 -0.926 2.996
O 1.715 -2.607 4.110
H 4.747 -0.662 8.018
H 7.025 -1.248 7.124
H 7.246 -2.232 4.828
H 5.156 -2.808 3.537
```

The HOMO-LUMO gap (spin up / spin down) comes out at 5.9 / 4.5 eV. For the LUMO energy (spin up / spin down), the calculation gives -3.50 / -4.90 eV. Its net charge is +1. The energy above the lowest of the compared OMol25 structures with the same formula, charge and spin comes out at 14.9 kcal per mole. Its spin multiplicity is 7.



Q: What is the formula in the fourth record?
A: C31H47BrEuO2P2